Computed, not measured: one molecule with the formula C4H8N2 at a distorted geometry, with wB97M-V/def2-TZVPD.

Each atom is followed by the atoms it is bonded to, with distances in Å.
Atoms and positions in Å:
1 N -0.275 0.378 -0.524  C4 1.461, C5 1.449, H14 1.015
2 N 2.567 2.367 -0.368  C3 1.157
3 C 1.831 1.569 -0.768  N2 1.157, C5 1.477
4 C -0.120 -0.449 0.669  N1 1.461, C6 1.523, H7 1.099, H9 1.108
5 C 0.931 0.532 -1.313  N1 1.449, C3 1.477, H8 1.096, H11 1.106
6 C -1.491 -0.825 1.213  C4 1.523, H10 1.095, H12 1.098, H13 1.094
7 H 0.442 0.123 1.421  C4 1.099
8 H 0.663 0.845 -2.328  C5 1.096
9 H 0.461 -1.369 0.464  C4 1.108
10 H -2.108 0.070 1.346  C6 1.095
11 H 1.522 -0.399 -1.399  C5 1.106
12 H -2.010 -1.504 0.524  C6 1.098
13 H -1.409 -1.331 2.179  C6 1.094
14 H -1.004 -0.005 -1.116  N1 1.015

structure (SMILES) = CCNCC#N
charge = 0

***

Computed, not measured: one molecule with the formula C4H8N2 at a distorted geometry, with wB97M-V/def2-TZVPD.

Each atom is followed by the atoms it is bonded to, with distances in Å.
Atoms and positions in Å:
1 N 0.052 -1.328 -0.306  C3 1.529, C4 1.497, H9 1.047
2 N -0.102 1.325 -0.047  C5 1.317, C6 1.398, H13 1.082
3 C 1.273 -0.606 0.266  N1 1.529, C6 1.471, H12 1.131, H14 1.213
4 C -1.245 -0.742 0.161  N1 1.497, C5 1.499, H7 1.163, H8 1.103
5 C -1.271 0.757 0.167  N2 1.317, C4 1.499, H10 1.087
6 C 1.189 0.800 -0.155  N2 1.398, C3 1.471, H11 1.163
7 H -1.629 -1.094 1.200  C4 1.163
8 H -2.066 -1.052 -0.508  C4 1.103
9 H 0.007 -1.458 -1.344  N1 1.047
10 H -1.994 1.348 -0.389  C5 1.087
11 H 2.014 1.576 0.108  C6 1.163
12 H 1.534 -0.874 1.333  C3 1.131
13 H -0.059 2.384 -0.263  N2 1.082
14 H 2.297 -1.036 -0.223  C3 1.213

charge = 0

***

Computed, not measured: one molecule with the formula C4H8N2 at a distorted geometry, with wB97M-V/def2-TZVPD.

Each atom is followed by the atoms it is bonded to, with distances in Å.
Atoms and positions in Å:
1 N 0.287 -0.033 -0.697  C3 1.467, C5 1.449, H14 1.017
2 N 2.316 1.822 1.432  C4 1.157
3 C -0.634 -0.443 0.369  N1 1.467, C6 1.516, H9 1.101, H13 1.101
4 C 2.063 0.969 0.692  N2 1.157, C5 1.488
5 C 1.673 -0.090 -0.277  N1 1.449, C4 1.488, H7 1.094, H11 1.095
6 C -2.045 0.064 0.137  C3 1.516, H8 1.094, H10 1.095, H12 1.096
7 H 1.836 -1.061 0.198  C5 1.094
8 H -2.678 -0.257 0.969  C6 1.094
9 H -0.277 -0.101 1.353  C3 1.101
10 H -2.473 -0.326 -0.792  C6 1.095
11 H 2.348 -0.034 -1.139  C5 1.095
12 H -2.069 1.159 0.103  C6 1.096
13 H -0.649 -1.543 0.413  C3 1.101
14 H 0.066 0.906 -1.018  N1 1.017

structure (SMILES) = CCNCC#N
charge = 0

***

Computed, not measured: one molecule with the formula C4H8N2 at a distorted geometry, with wB97M-V/def2-TZVPD.

Each atom is followed by the atoms it is bonded to, with distances in Å.
Atoms and positions in Å:
1 N 0.615 -0.052 -0.354  C3 1.439, C5 1.458, H7 1.014
2 N 0.667 2.394 2.176  C6 1.158
3 C 1.426 0.244 0.797  N1 1.439, C6 1.507, H8 1.096, H13 1.090
4 C -1.589 -0.670 -1.194  C5 1.518, H9 1.095, H10 1.094, H11 1.094
5 C -0.811 -0.048 -0.048  N1 1.458, C4 1.518, H12 1.100, H14 1.103
6 C 1.009 1.453 1.594  N2 1.158, C3 1.507
7 H 0.837 0.503 -1.172  N1 1.014
8 H 2.475 0.407 0.529  C3 1.096
9 H -1.426 -0.101 -2.115  C4 1.095
10 H -1.258 -1.700 -1.361  C4 1.094
11 H -2.661 -0.671 -0.980  C4 1.094
12 H -0.961 -0.638 0.868  C5 1.100
13 H 1.387 -0.622 1.459  C3 1.090
14 H -1.185 0.964 0.179  C5 1.103

structure (SMILES) = CCNCC#N
charge = 0

***

Computed, not measured: an isolated ion of composition C4H8N2 and charge +2 at a distorted geometry, with wB97M-V/def2-TZVPD.

Each atom is followed by the atoms it is bonded to, with distances in Å.
Atoms and positions in Å:
1 N -0.614 0.124 -0.073  C3 1.671, C4 1.356, C5 1.329
2 N 1.526 0.996 0.117  C5 1.366, C6 1.451, H10 1.033
3 C 0.505 -1.065 -0.430  N1 1.671, C6 1.437, H7 1.103
4 C -1.926 -0.153 0.125  N1 1.356, H11 1.061, H13 1.129, H14 1.120
5 C 0.173 1.165 0.181  N1 1.329, N2 1.366, H12 1.142
6 C 1.733 -0.432 -0.033  N2 1.451, C3 1.437, H8 1.081, H9 1.102
7 H 0.322 -2.086 -0.803  C3 1.103
8 H 2.579 -0.862 -0.551  C6 1.081
9 H 1.635 -0.676 1.036  C6 1.102
10 H 2.264 1.648 0.431  N2 1.033
11 H -2.188 -1.176 0.226  C4 1.061
12 H -0.445 2.124 0.153  C5 1.142
13 H -2.382 0.554 0.879  C4 1.129
14 H -2.530 0.219 -0.741  C4 1.120

structure (SMILES) = C[N+]1=CC[NH+]=C1
charge = +2

***

Computed, not measured: a 2-piece molecular cluster, C4H8N2O overall, with wB97M-V/def2-TZVPD.

Each atom is followed by the atoms it is bonded to, with distances in Å.
Atoms and positions in Å:
1 O 1.882 -1.000 -1.414  C4 1.171
2 N -1.286 0.148 1.512  C6 1.461, C7 1.464, H9 1.017
3 N -0.158 -2.142 -1.858  C4 1.215, H15 1.003
4 C 0.905 -1.573 -1.709  O1 1.171, N3 1.215
5 C 0.083 1.697 -0.061  C6 1.510, H10 1.098, H11 1.096, H12 1.098
6 C -0.496 0.349 0.300  N2 1.461, C5 1.510, C7 1.480, H8 1.087
7 C 0.065 -0.411 1.438  N2 1.464, C6 1.480, H13 1.088, H14 1.090
8 H -0.892 -0.218 -0.539  C6 1.087
9 H -1.287 0.992 2.079  N2 1.017
10 H 0.999 1.575 -0.652  C5 1.098
11 H -0.627 2.289 -0.650  C5 1.096
12 H 0.337 2.267 0.842  C5 1.098
13 H 0.122 -1.498 1.411  C7 1.088
14 H 0.858 0.068 2.012  C7 1.090
15 H -0.505 -2.543 -2.710  N3 1.003

structure (SMILES) = C[C@H]1CN1.N=C=O
charge = 0

***

Computed, not measured: one molecule with the formula C4H8N2O at a distorted geometry, with wB97M-V/def2-TZVPD.

Each atom is followed by the atoms it is bonded to, with distances in Å.
Atoms and positions in Å:
1 O -1.122 1.325 1.302  C4 1.416, H12 0.960
2 N 0.071 -0.925 0.417  C6 1.454, C7 1.446, H10 1.016
3 N 1.713 1.690 -1.150  C5 1.158
4 C -1.476 0.872 0.009  O1 1.416, C7 1.531, H8 1.098, H14 1.097
5 C 0.817 0.997 -0.911  N3 1.158, C7 1.493
6 C 1.284 -1.672 0.126  N2 1.454, H11 1.094, H13 1.095, H15 1.102
7 C -0.302 0.073 -0.560  N2 1.446, C4 1.531, C5 1.493, H9 1.098
8 H -1.729 1.701 -0.665  C4 1.098
9 H -0.638 -0.415 -1.485  C7 1.098
10 H 0.155 -0.448 1.310  N2 1.016
11 H 1.527 -2.286 0.998  C6 1.094
12 H -1.235 2.277 1.357  O1 0.960
13 H 1.117 -2.346 -0.721  C6 1.095
14 H -2.331 0.190 0.086  C4 1.097
15 H 2.150 -1.033 -0.112  C6 1.102

structure (SMILES) = CN[C@H](C#N)CO
charge = 0

***

Computed, not measured: one molecule with the formula C4H8N2O at a distorted geometry, with wB97M-V/def2-TZVPD.

Each atom is followed by the atoms it is bonded to, with distances in Å.
Atoms and positions in Å:
1 O -2.238 0.014 -0.082  N2 1.426, H8 1.096
2 N -0.839 -0.078 0.179  O1 1.426, C4 1.330, C7 1.500
3 N 0.971 -1.394 -0.066  C4 1.253, C5 1.437
4 C -0.253 -1.196 -0.242  N2 1.330, N3 1.253, H13 1.039
5 C 1.773 -0.245 0.251  N3 1.437, C6 1.649, H10 1.080, H14 1.264
6 C 1.193 1.229 -0.207  C5 1.649, C7 1.519, H11 1.100, H15 1.054
7 C -0.299 1.317 0.061  N2 1.500, C6 1.519, H9 1.201, H12 1.101
8 H -2.564 -0.383 0.886  O1 1.096
9 H -0.806 1.791 1.041  C7 1.201
10 H 2.757 -0.402 -0.165  C5 1.080
11 H 1.992 1.926 0.086  C6 1.100
12 H -0.738 1.746 -0.853  C7 1.101
13 H -0.958 -1.901 -0.533  C4 1.039
14 H 1.593 -0.414 1.490  C5 1.264
15 H 1.223 1.209 -1.261  C6 1.054

structure (SMILES) = ON1C=NCCC1
charge = 0

***

For the records above, the corresponding ΔE to the lowest compared entry with this formula, charge and spin values read 0.591, 3.625, 0.546, 0.560, 2.376, 2.109, 1.811, 5.011 eV.
For the records above, the corresponding electronic energy values read -266.70030, -266.58880, -266.70193, -266.70143, -265.88717, -341.92615, -341.93709, -341.81950 a.u..